(1)
{"formula": "C24H22FeN3O", "method": "ωB97M-V with the def2-TZVPD basis set", "species": ["Fe", "O", "N", "N", "N", "C", "C", "C", "C", "C", "C", "C", "C", "C", "C", "C", "C", "C", "C", "C", "C", "C", "C", "C", "C", "C", "C", "C", "C", "H", "H", "H", "H", "H", "H", "H", "H", "H", "H", "H", "H", "H", "H", "H", "H", "H", "H", "H", "H", "H", "H"], "coordinates": [[-2.755, 1.282, -0.947], [5.010, 0.794, 2.523], [-0.113, -0.758, 0.033], [-0.724, -1.088, 1.169], [-0.706, -2.422, 1.222], [-3.936, 1.619, -2.477], [-1.447, 2.695, -0.443], [0.154, 0.614, -0.248], [1.076, -1.967, -1.814], [1.380, 0.960, 1.918], [0.410, -1.879, -0.593], [-3.265, -0.488, -1.686], [-2.154, 0.089, -2.417], [-3.274, 1.972, 0.841], [5.072, 0.447, 3.917], [-2.246, 0.951, 0.916], [-1.119, 1.366, 0.085], [1.409, 0.997, 0.524], [3.809, 1.197, 0.545], [1.306, -3.258, -2.298], [-2.561, 1.398, -2.902], [-2.768, 3.045, 0.021], [0.827, -4.368, -1.579], [2.620, 1.183, -0.158], [2.567, 0.974, 2.645], [3.796, 1.006, 1.946], [-4.367, 0.453, -1.724], [-0.020, -2.953, 0.138], [0.174, -4.254, -0.344], [-0.773, 3.303, -1.051], [1.838, -3.407, -3.239], [0.420, 0.871, 2.431], [-2.315, 0.069, 1.545], [-0.192, -5.104, 0.234], [4.776, 1.241, 0.050], [4.644, 1.242, 4.540], [-1.240, -0.427, -2.698], [-1.964, 2.045, -3.543], [-5.367, 0.270, -1.340], [6.138, 0.343, 4.114], [-3.269, 3.996, -0.152], [-4.209, 1.957, 1.396], [0.339, 0.664, -1.324], [2.532, 0.857, 3.725], [2.616, 1.286, -1.246], [1.355, -1.042, -2.310], [-3.299, -1.497, -1.283], [0.979, -5.351, -2.021], [-1.162, -2.887, 2.001], [-4.557, 2.467, -2.758], [4.556, -0.501, 4.114]], "forces_ev_per_a": [[-0.66, 0.07, 0.22], [0.42, 0.04, 0.78], [0.73, -1.99, -0.82], [-0.11, 0.75, 1.82], [0.56, -1.63, -0.67], [-0.53, -0.63, -1.65], [0.88, 0.41, 1.40], [-0.71, 1.00, 0.61], [-0.01, -0.08, 0.52], [0.23, 0.11, -0.15], [-0.13, 2.04, -0.99], [-0.58, -0.78, -1.56], [-0.63, -0.71, -1.64], [1.03, 0.78, 1.43], [-0.14, 0.28, -0.85], [-0.04, 0.86, 1.72], [0.97, 1.57, 1.36], [-0.07, 0.11, -0.29], [0.26, -0.27, 0.91], [-0.27, -0.34, 0.27], [-0.67, -0.94, -1.62], [0.55, 1.10, 1.18], [0.45, 0.00, -0.48], [-0.42, -0.06, 0.40], [0.72, -0.21, -0.50], [-1.04, -0.05, -0.38], [-0.61, -0.78, -1.46], [-0.57, -1.93, 0.61], [-0.09, 0.56, 0.35], [-0.40, -0.24, 0.13], [-0.23, 0.00, 0.27], [0.26, 0.03, -0.22], [-0.16, 0.62, -0.52], [0.14, 0.09, -0.36], [-0.16, 0.07, 0.05], [0.09, -0.13, -0.05], [-0.13, 0.12, 0.24], [-0.22, -0.14, 0.31], [0.28, 0.14, 0.01], [-0.12, -0.01, 0.14], [0.09, -0.33, -0.11], [0.21, 0.01, -0.23], [0.02, 0.20, 0.01], [0.08, 0.08, -0.16], [0.02, -0.12, 0.29], [0.10, -0.34, -0.15], [0.06, 0.31, 0.06], [-0.01, 0.10, 0.21], [0.33, 0.27, -0.60], [0.20, -0.18, 0.23], [0.03, 0.15, -0.05]], "total_charge": -1, "spin_multiplicity": 5, "energy_ha": -2430.7221, "e_lumo_ev": [2.6, 2.6], "homo_energy_ev": [-0.86, -2.82], "mol_weight_g_mol": 424.30}

***

(2)
{"formula": "C24H22GaN9O6S2", "method": "ωB97M-V with the def2-TZVPD basis set", "species": ["Ga", "S", "S", "O", "O", "O", "O", "O", "O", "N", "N", "N", "N", "N", "N", "N", "N", "N", "C", "C", "C", "C", "C", "C", "C", "C", "C", "C", "C", "C", "C", "C", "C", "C", "C", "C", "C", "C", "C", "C", "C", "C", "H", "H", "H", "H", "H", "H", "H", "H", "H", "H", "H", "H", "H", "H", "H", "H", "H", "H", "H", "H", "H", "H"], "coordinates": [[0.369, 0.039, -0.046], [-2.803, -0.810, 2.443], [2.450, -0.834, 0.431], [-5.430, 1.678, -2.643], [-0.214, 1.334, 1.030], [-5.843, 5.595, 0.199], [-0.823, 2.817, 2.536], [-4.131, 6.196, 1.377], [-3.642, 0.480, -2.500], [-0.221, -1.100, -1.600], [-0.311, -1.768, 2.297], [3.480, 1.385, -0.900], [-0.423, -1.666, 0.943], [-0.940, -0.902, 4.322], [-4.736, 5.431, 0.656], [4.851, -0.265, -0.630], [1.186, 1.772, -1.336], [-4.366, 1.404, -2.151], [2.351, 2.256, -0.897], [-0.486, -4.090, 0.711], [-0.468, -2.697, 0.187], [-0.733, -1.552, -3.875], [1.492, 4.463, -0.694], [-0.307, -0.703, -2.872], [-2.754, 1.836, -0.350], [0.311, 4.005, -1.255], [2.544, 3.573, -0.534], [4.700, 1.764, -1.460], [-2.269, 2.616, 0.688], [-0.979, -3.260, -2.213], [-0.542, -2.366, -1.256], [3.596, 0.135, -0.405], [-4.049, 4.165, 0.304], [-3.880, 2.241, -1.042], [-4.559, 3.402, -0.726], [0.200, 2.661, -1.544], [5.547, 0.736, -1.283], [-2.925, 3.798, 1.016], [-1.084, -2.845, -3.536], [5.398, -1.565, -0.253], [-1.064, 2.254, 1.505], [-1.306, -1.117, 3.062], [0.484, -4.335, 1.154], [5.251, -1.741, 0.811], [-0.677, -4.826, -0.062], [-1.261, -4.264, -1.938], [3.498, 3.892, -0.134], [0.013, -0.990, 4.635], [-0.008, 0.315, -3.077], [-2.307, 0.887, -0.603], [-1.250, -4.198, 1.484], [-5.446, 3.701, -1.265], [-0.518, 4.673, -1.439], [0.020, -2.649, 2.668], [6.460, -1.570, -0.471], [6.579, 0.629, -1.569], [1.603, 5.497, -0.393], [-2.568, 4.421, 1.823], [-0.800, -1.194, -4.892], [4.835, 2.712, -1.949], [-1.437, -3.535, -4.291], [-1.608, -0.466, 4.938], [4.908, -2.356, -0.818], [-0.722, 2.259, -1.946]], "forces_ev_per_a": [[0.21, -0.38, -0.10], [0.25, 0.23, -0.12], [-0.09, 0.06, 0.12], [0.11, 0.02, 0.06], [-0.26, -0.05, -0.05], [0.13, 0.00, 0.00], [-0.07, -0.03, -0.06], [-0.07, -0.11, -0.10], [0.07, 0.06, 0.02], [-0.08, 0.30, 0.17], [0.42, 0.18, 0.35], [0.01, 0.04, -0.04], [0.12, 0.30, -0.33], [0.16, 0.03, 0.11], [-0.05, 0.08, 0.09], [0.04, 0.03, -0.03], [-0.03, -0.14, 0.10], [-0.07, -0.21, -0.13], [-0.02, 0.11, -0.04], [-0.05, -0.10, -0.06], [-0.19, -0.10, 0.17], [-0.06, -0.01, 0.00], [0.00, -0.06, 0.00], [0.01, 0.07, -0.01], [0.00, -0.14, 0.11], [0.00, 0.11, -0.02], [0.09, 0.00, -0.02], [-0.01, -0.01, 0.04], [-0.05, -0.10, -0.05], [0.04, -0.02, 0.06], [-0.04, -0.07, -0.24], [-0.07, 0.04, -0.04], [0.10, -0.06, 0.02], [0.09, 0.15, 0.18], [-0.16, -0.03, -0.17], [0.01, -0.07, -0.05], [0.05, 0.03, -0.02], [-0.05, 0.14, 0.07], [0.00, -0.02, -0.04], [-0.01, -0.16, 0.07], [0.24, 0.04, 0.23], [-0.60, -0.10, -0.18], [0.00, 0.00, -0.01], [0.01, 0.06, 0.01], [0.01, 0.01, 0.01], [0.01, -0.01, -0.01], [-0.03, 0.00, 0.01], [0.02, 0.04, -0.07], [-0.01, -0.02, -0.02], [0.02, -0.07, -0.04], [0.00, 0.06, -0.01], [-0.01, 0.01, 0.02], [-0.01, -0.04, -0.02], [-0.03, -0.10, -0.05], [0.01, 0.04, -0.02], [-0.04, -0.05, 0.02], [0.00, 0.00, -0.03], [0.02, -0.02, 0.02], [0.01, 0.00, 0.01], [-0.03, -0.01, 0.03], [-0.01, 0.01, 0.01], [-0.03, -0.06, 0.03], [-0.01, 0.04, -0.03], [-0.02, 0.01, 0.06]], "total_charge": 2, "energy_ha": -4592.5893, "de_lowest_ev": 0.0000, "e_lumo_ev": -6.8, "homo_energy_ev": -13.64, "mol_weight_g_mol": 666.35}

***

(3)
{"formula": "C24H22IrN5O5Se", "method": "ωB97M-V with the def2-TZVPD basis set", "species": ["Ir", "Se", "O", "O", "O", "O", "O", "N", "N", "N", "N", "N", "C", "C", "C", "C", "C", "C", "C", "C", "C", "C", "C", "C", "C", "C", "C", "C", "C", "C", "C", "C", "C", "C", "C", "C", "H", "H", "H", "H", "H", "H", "H", "H", "H", "H", "H", "H", "H", "H", "H", "H", "H", "H", "H", "H", "H", "H"], "coordinates": [[-0.192, -0.689, 0.392], [-0.234, 1.612, 3.514], [1.468, -2.138, -0.667], [-2.488, -1.453, 1.224], [-1.115, 0.746, 1.384], [2.332, -4.196, -0.562], [-3.264, -2.264, 3.112], [3.737, 0.046, 1.458], [-0.205, -2.742, 1.343], [-0.810, -1.136, 4.481], [-0.630, 4.877, -7.864], [1.611, -0.290, 1.216], [0.586, 3.501, -4.888], [0.211, -4.905, 2.986], [0.819, -3.559, 1.130], [1.577, -3.215, -0.113], [3.330, -0.647, 2.579], [2.786, 0.964, -0.648], [-3.278, 1.796, 1.559], [1.082, -4.650, 1.932], [-0.563, 4.203, -6.936], [-2.036, 1.623, 0.703], [-0.260, 0.347, -1.260], [-0.601, -0.062, 4.103], [-1.416, 1.638, -4.381], [-0.483, 3.362, -5.767], [-0.304, 0.998, -2.279], [0.648, 2.714, -3.753], [-1.480, 2.423, -5.518], [-1.372, 2.946, 0.359], [-2.333, -2.168, 2.185], [-0.356, 1.782, -3.485], [-0.914, -4.113, 3.137], [2.007, -0.856, 2.421], [-1.095, -3.039, 2.278], [2.686, 0.247, 0.646], [1.360, 4.227, -5.097], [1.473, 2.817, -3.061], [-3.708, 0.823, 1.792], [-2.045, 3.575, -0.225], [-2.299, 2.315, -6.215], [-2.342, 1.133, -0.224], [2.747, -3.931, -1.400], [1.884, 0.805, -1.228], [3.646, 0.605, -1.214], [2.915, 2.035, -0.476], [-4.016, 2.388, 1.016], [1.316, -1.350, 3.081], [-3.040, 2.305, 2.496], [0.388, -5.734, 3.658], [-2.936, -2.670, 3.926], [4.003, -0.919, 3.372], [-1.648, -4.358, 3.893], [1.940, -5.275, 1.732], [-0.465, 2.769, -0.217], [4.677, 0.349, 1.265], [-2.189, 0.911, -4.172], [-1.107, 3.479, 1.276]], "forces_ev_per_a": [[0.72, -0.30, -0.61], [0.08, 0.19, 0.16], [-0.82, -0.19, 0.01], [-0.09, -0.41, -0.23], [-0.06, -0.26, -0.06], [0.12, -0.01, 0.11], [-0.04, -0.08, 0.03], [-0.07, -0.08, 0.17], [0.04, 0.24, 0.76], [0.00, -0.03, -0.12], [0.01, -0.02, 0.03], [-0.05, 0.07, -0.65], [0.06, 0.02, 0.07], [0.05, 0.03, -0.05], [0.12, -0.09, -0.23], [0.17, 0.08, 0.07], [0.13, 0.04, -0.07], [0.12, -0.06, 0.06], [0.13, -0.13, 0.15], [0.01, -0.13, 0.03], [0.01, -0.09, 0.07], [-0.18, 0.15, -0.14], [0.31, 0.62, 0.62], [-0.11, 0.01, 0.13], [-0.01, 0.01, -0.02], [-0.01, 0.10, -0.14], [-0.06, -0.01, -0.40], [0.00, -0.01, -0.02], [-0.04, -0.06, 0.02], [0.15, -0.13, 0.20], [-0.04, 0.16, -0.04], [-0.06, -0.14, 0.16], [-0.13, -0.12, -0.08], [-0.10, -0.05, -0.05], [-0.24, 0.01, 0.07], [-0.02, 0.15, 0.01], [-0.01, 0.00, 0.01], [0.00, 0.05, -0.02], [-0.04, 0.04, -0.01], [0.00, 0.00, 0.01], [-0.01, 0.01, 0.02], [0.03, -0.06, 0.02], [0.01, 0.03, 0.00], [0.04, 0.03, -0.04], [0.00, -0.01, 0.02], [-0.04, 0.00, 0.03], [0.01, 0.02, 0.02], [-0.01, 0.04, 0.02], [-0.03, 0.03, -0.03], [0.00, 0.00, -0.03], [0.07, 0.10, 0.06], [-0.02, 0.04, 0.00], [0.03, 0.05, 0.04], [-0.05, -0.05, -0.01], [-0.01, 0.07, -0.03], [-0.01, 0.07, -0.02], [0.00, 0.02, -0.03], [-0.05, 0.06, -0.03]], "total_charge": 1, "spin_multiplicity": 2, "energy_ha": -4083.1844, "de_lowest_ev": 1.6494, "e_lumo_ev": [-4.3, -4.4], "homo_energy_ev": [-10.62, -10.62], "mol_weight_g_mol": 731.65}

***

(4)
{"formula": "C24H22N2O3", "method": "ωB97M-V with the def2-TZVPD basis set", "species": ["O", "O", "O", "N", "N", "C", "C", "C", "C", "C", "C", "C", "C", "C", "C", "C", "C", "C", "C", "C", "C", "C", "C", "C", "C", "C", "C", "C", "C", "H", "H", "H", "H", "H", "H", "H", "H", "H", "H", "H", "H", "H", "H", "H", "H", "H", "H", "H", "H", "H", "H"], "coordinates": [[-3.738, -2.425, -0.554], [-1.731, -4.165, 0.575], [-0.284, 0.338, 2.129], [1.632, -0.948, -0.278], [1.323, 1.165, 0.752], [2.736, -1.766, -0.738], [-3.036, -4.548, 0.953], [-1.279, 4.119, -0.609], [0.288, -1.339, -0.394], [-0.392, 3.189, -0.102], [-0.851, 2.160, 0.713], [-3.588, 5.066, -0.865], [2.042, 0.243, 0.248], [-2.209, 2.079, 1.006], [6.159, -0.087, -0.444], [3.492, 0.310, 0.075], [-1.484, -2.930, 0.060], [0.056, 1.107, 1.247], [-1.964, -0.844, -1.040], [5.729, 1.097, 0.140], [-0.147, -2.553, 0.113], [-0.629, -0.491, -0.998], [4.387, 1.310, 0.410], [-2.638, 4.040, -0.323], [-4.694, -1.479, -0.964], [3.922, -0.882, -0.510], [5.260, -1.092, -0.773], [-2.419, -2.048, -0.517], [-3.091, 3.008, 0.491], [7.211, -0.230, -0.643], [6.453, 1.859, 0.388], [2.606, -2.033, -1.794], [0.538, -3.232, 0.594], [-3.682, -4.700, 0.086], [-2.911, -5.491, 1.486], [-0.309, 0.446, -1.428], [-5.661, -1.954, -0.800], [5.602, -2.012, -1.223], [-4.592, -1.233, -2.027], [-2.657, -0.158, -1.499], [-3.491, -3.812, 1.619], [0.662, 3.255, -0.326], [-4.633, -0.561, -0.371], [-4.145, 2.937, 0.722], [-4.606, 4.684, -0.884], [4.036, 2.222, 0.867], [2.809, -2.696, -0.161], [-2.548, 1.274, 1.640], [-0.916, 4.920, -1.239], [-3.572, 5.955, -0.233], [-3.302, 5.366, -1.871]], "forces_ev_per_a": [[0.44, -0.20, 0.08], [0.23, 0.19, -0.25], [-0.14, 0.04, -0.12], [0.28, -0.03, 0.14], [0.86, 0.37, -0.04], [0.10, -0.37, -0.20], [-0.40, -0.26, 0.16], [-0.12, 0.03, -0.02], [-0.64, -0.09, -0.20], [0.05, -0.14, 0.10], [-0.34, 0.12, -0.01], [0.02, 0.04, 0.05], [-0.63, 0.19, 0.06], [0.17, -0.04, 0.08], [0.02, -0.12, -0.06], [0.58, -0.41, -0.27], [0.10, 0.07, -0.04], [-0.12, -0.18, 0.44], [-0.11, -0.09, 0.02], [-0.01, 0.12, 0.05], [-0.13, 0.12, -0.05], [0.22, -0.22, -0.07], [-0.15, -0.08, -0.01], [0.04, -0.01, -0.05], [-0.15, 0.12, -0.09], [-0.18, 0.41, 0.21], [0.01, -0.02, 0.00], [-0.10, -0.04, 0.04], [0.00, 0.03, -0.03], [0.09, 0.00, -0.01], [0.05, 0.06, 0.02], [0.01, 0.01, 0.09], [0.08, -0.08, 0.11], [0.07, 0.00, 0.13], [-0.03, 0.07, -0.01], [0.04, 0.08, -0.01], [0.04, 0.09, -0.04], [0.06, -0.09, -0.05], [0.00, 0.01, 0.05], [-0.11, 0.04, -0.03], [0.01, -0.04, -0.03], [0.06, 0.00, -0.01], [0.01, -0.01, -0.02], [-0.10, -0.01, 0.01], [-0.07, 0.02, -0.03], [-0.05, 0.12, 0.06], [0.01, 0.05, -0.06], [-0.02, -0.08, 0.05], [0.04, 0.07, -0.06], [-0.06, 0.08, -0.01], [-0.04, 0.05, -0.06]], "smiles": "COc1ccc(N2Cc3ccccc3/C2=N/C(=O)c2ccc(C)cc2)cc1OC", "energy_ha": -1262.9857, "de_lowest_ev": 2.4304, "e_lumo_ev": 0.5, "homo_energy_ev": -7.93, "mol_weight_g_mol": 386.45}